Record 1
Entry from the Open Molecules 2025 dataset: a 9-piece molecular cluster, C39H43Cl4N7 overall in a non-equilibrium geometry (wB97M-V/def2-TZVPD).

Cartesian coordinates (Å):
Cl 2.97 12.93 18.51
Cl 5.50 11.23 19.82
Cl 8.25 18.20 17.08
Cl 5.70 15.88 17.42
N 3.22 18.81 18.69
N -1.02 15.32 18.51
N 0.87 13.69 22.45
N -4.64 19.98 18.54
N 1.12 24.99 19.84
N 5.41 25.68 21.24
N 8.69 24.42 16.42
C 7.02 18.05 18.43
C 4.60 12.68 20.65
C -3.00 18.49 17.63
C 6.70 22.79 17.44
C 8.73 23.08 16.33
C 1.91 20.64 18.05
C -4.01 17.57 17.30
C 4.33 23.67 20.27
C 4.14 13.70 19.55
C 6.54 24.93 21.53
C 1.10 18.37 17.79
C -3.31 19.66 18.27
C 0.19 23.23 21.17
C -0.57 12.97 18.69
C 3.10 20.13 18.57
C 7.78 22.19 16.75
C 0.86 19.73 17.76
C -1.69 12.89 19.53
C -2.45 13.97 19.85
C -0.42 22.71 20.00
C 7.59 24.96 17.04
C -5.60 19.03 18.26
C 3.10 15.47 22.68
C 4.34 24.99 20.66
C 0.41 24.54 18.76
C 6.60 16.62 18.73
C 2.02 15.73 21.76
C 1.94 13.42 23.30
C 3.05 14.27 23.38
C -2.05 15.20 19.46
C 6.63 23.60 21.12
C 2.30 17.89 18.38
C 5.50 22.95 20.56
C 0.95 24.37 20.99
C -5.32 17.85 17.56
C -0.34 23.38 18.77
C 0.95 14.80 21.66
C 6.56 24.22 17.55
C -0.29 14.24 18.20
H -0.09 20.10 17.39
H 7.53 23.06 21.39
H 1.95 21.72 17.97
H 3.52 25.68 20.53
H -1.93 11.90 19.91
H 3.62 14.56 19.97
H -3.36 13.89 20.42
H 3.73 12.26 21.16
H 7.49 18.48 19.31
H 5.83 16.85 19.47
H 7.37 25.41 22.02
H -0.99 21.80 20.11
H 3.94 16.14 22.62
H 5.05 14.02 19.05
H -1.98 18.27 17.35
H 0.55 25.06 17.83
H -0.92 23.07 17.91
H 0.34 17.65 17.54
H 5.27 13.01 21.44
H 7.65 26.03 16.93
H 5.97 22.11 17.83
H 3.50 23.14 19.83
H 0.53 14.32 17.50
H -2.56 20.35 18.64
H 2.14 16.55 21.07
H 5.68 24.72 17.94
H 3.92 20.81 18.72
H 9.57 22.83 15.70
H 0.14 22.69 22.10
H 7.84 21.11 16.67
H -6.59 19.29 18.60
H 7.29 15.95 19.24
H 2.54 16.84 18.50
H 5.65 21.95 20.17
H -2.52 16.12 19.77
H 6.12 18.62 18.18
H 0.05 12.16 18.37
H 1.55 24.79 21.78
H 1.88 12.62 24.03
H -6.08 17.14 17.28
H 3.80 14.16 24.14
H 0.11 14.92 21.00
H -3.55 16.77 16.72

Summary:
Multiplicity: 2
Total charge: +1
Energy in a.u.: -3735.48822


Record 2
Entry from the Open Molecules 2025 dataset: C23H15CrNO4 as an isolated structure in a non-equilibrium geometry (wB97M-V/def2-TZVPD).

Cartesian coordinates (Å):
Cr 2.37 0.62 2.55
O 3.86 0.78 5.22
O -5.15 -3.89 2.61
O 0.03 1.24 4.39
O 2.64 3.65 2.83
N -3.82 -3.34 0.83
C -4.28 1.97 1.71
C -5.01 -0.49 2.85
C -3.35 0.94 1.79
C 3.36 0.63 4.17
C -4.80 -4.13 1.43
C -0.26 -1.13 1.81
C -3.50 -3.56 -0.42
C -4.06 -4.57 -1.23
C -5.57 1.79 2.23
C -2.77 -1.41 2.34
C -3.71 -0.33 2.32
C -5.39 -5.21 0.65
C 2.76 0.68 0.43
C -5.03 -5.41 -0.66
C 1.43 0.31 0.67
C 3.52 -1.09 1.90
C 0.89 0.94 3.66
C -1.46 -1.18 2.08
C -5.92 0.56 2.83
C 1.12 -0.83 1.46
C 2.19 -1.45 2.14
C 3.81 -0.02 1.05
C 2.59 2.51 2.61
H -5.27 -1.46 3.27
H -2.32 1.07 1.44
H -5.48 -6.21 -1.24
H -2.74 -2.90 -0.86
H -4.00 2.92 1.25
H 1.95 -2.24 2.87
H -6.30 2.60 2.18
H -6.91 0.43 3.27
H -6.13 -5.81 1.17
H 4.32 -1.63 2.41
H -3.14 -2.38 2.68
H 4.84 0.30 0.89
H 2.96 1.53 -0.22
H -3.73 -4.66 -2.26
H 0.61 0.89 0.25

Summary:
Multiplicity: 4
Total charge: +1
Energy in a.u.: -2285.25057


Record 3
Entry from the Open Molecules 2025 dataset: C10H7NO2 in the gas phase in a non-equilibrium geometry (wB97M-V/def2-TZVPD).

Cartesian coordinates (Å):
O 1.91 -0.17 2.61
O 0.44 1.79 -1.56
N 1.05 1.60 1.42
C 1.72 2.67 1.62
C -1.01 -0.95 -1.10
C 0.49 -0.58 0.77
C 1.97 3.83 1.72
C 1.25 0.31 1.70
C -0.30 1.37 -0.53
C -1.09 -2.31 -0.85
C 0.41 -1.96 1.03
C -0.32 -0.09 -0.25
C -0.31 -2.82 0.24
H -1.16 2.05 -0.38
H -1.52 -3.04 -1.60
H 0.61 2.71 -1.66
H 2.33 4.65 2.14
H 1.00 -2.38 1.87
H -1.55 -0.43 -1.93
H -0.34 -3.79 0.45

Summary:
Multiplicity: 1
Energy in a.u.: -590.32588
Energy above the lowest of the compared OMol25 structures with the same formula, charge and spin in kJ/mol: 464.84


Record 4
Entry from the Open Molecules 2025 dataset: a 2-piece molecular cluster, C3H10N2O3 overall in a non-equilibrium geometry (wB97M-V/def2-TZVPD).

Cartesian coordinates (Å):
O -2.34 -0.68 1.22
O 0.89 -1.55 -1.41
O 1.06 2.15 1.84
N 1.84 0.09 1.04
N 0.05 1.45 0.01
C 1.04 1.29 0.96
C -0.36 -0.90 -1.02
C -0.11 0.61 -1.27
H 2.85 0.21 1.38
H -3.15 -0.28 0.92
H -0.41 -1.30 0.01
H -0.82 1.95 0.24
H -2.08 -0.48 2.09
H -1.11 -1.43 -1.53
H 0.85 0.72 -1.71
H 0.90 -2.53 -1.37
H -0.89 1.20 -1.72
H 1.79 -0.54 0.32

Summary:
Multiplicity: 1
Energy in a.u.: -455.50945
Energy above the lowest of the compared OMol25 structures with the same formula, charge and spin in kJ/mol: 163.20